Entry 1:
Entry from the OMol25 dataset: C50H65FN3OSiSr as an isolated structure in a non-equilibrium geometry (ωB97M-V/def2-TZVPD).

Last column: Löwdin charge in e.
Atoms and positions in Å:
1 Sr -0.113 0.084 0.245  1.34
2 C 0.163 1.290 2.743  -0.34
3 Si 2.023 1.436 3.023  0.58
4 C 3.327 0.540 1.929  -0.25
5 N 3.048 0.634 0.525  -0.23
6 C 3.373 -0.608 -0.234  -0.23
7 C 4.794 -1.016 -0.196  -0.20
8 C 5.607 0.077 -0.916  -0.19
9 C 4.934 1.469 -1.082  -0.15
10 C 3.614 1.755 -0.219  -0.17
11 C 2.401 0.726 4.705  -0.24
12 C 2.114 -0.621 4.978  -0.09
13 C 2.613 -1.245 6.114  -0.10
14 C 3.395 -0.550 7.042  -0.11
15 C 3.599 0.793 6.816  -0.13
16 C 3.111 1.443 5.685  -0.10
17 C 2.505 3.277 2.986  -0.25
18 C 1.532 4.282 2.976  -0.11
19 C 1.867 5.619 2.731  -0.11
20 C 3.170 6.013 2.476  -0.11
21 C 4.177 5.038 2.570  -0.10
22 C 3.848 3.711 2.931  -0.12
23 H -0.323 2.121 3.252  -0.06
24 H -0.165 0.374 3.257  -0.05
25 H 3.252 -0.506 2.206  0.08
26 H 4.368 0.895 2.251  0.11
27 H 3.189 -0.379 -1.310  0.13
28 H 2.716 -1.448 0.072  0.10
29 H 4.876 -1.963 -0.748  0.11
30 H 5.129 -1.202 0.853  0.12
31 H 5.844 -0.281 -1.944  0.11
32 H 6.595 0.118 -0.442  0.10
33 H 4.744 1.650 -2.143  0.08
34 H 5.594 2.302 -0.801  0.09
35 H 2.851 2.152 -0.895  0.10
36 H 3.790 2.609 0.489  0.11
37 H 1.545 -1.161 4.247  0.09
38 H 2.414 -2.301 6.210  0.09
39 H 3.889 -1.097 7.844  0.09
40 H 4.108 1.389 7.582  0.10
41 H 3.275 2.534 5.603  0.10
42 H 0.456 4.107 3.173  0.10
43 H 1.028 6.334 2.697  0.10
44 H 3.411 7.018 2.154  0.09
45 H 5.262 5.236 2.352  0.11
46 H 4.657 2.969 3.129  0.10
47 C -1.188 -4.714 -2.373  -0.06
48 C -0.083 -3.685 -2.024  -0.35
49 C 1.079 -4.423 -1.291  -0.06
50 C 0.305 -2.939 -3.278  -0.15
51 C 0.718 -3.648 -4.390  -0.06
52 C 0.856 -3.135 -5.662  -0.09
53 C 0.843 -1.765 -5.806  -0.07
54 C 0.632 -0.957 -4.719  -0.15
55 C 0.762 0.547 -4.925  -0.37
56 C 2.198 1.068 -4.689  -0.05
57 C 0.195 1.012 -6.269  -0.07
58 C 0.317 -1.546 -3.448  -0.15
59 N -0.295 -0.739 -2.452  0.05
60 C -1.299 0.087 -2.652  -0.11
61 C -2.674 -0.371 -2.650  -0.16
62 C -3.107 -1.115 -3.760  -0.03
63 C -4.422 -1.579 -3.777  -0.12
64 C -5.231 -1.386 -2.649  -0.09
65 C -4.723 -0.803 -1.470  -0.04
66 C -3.394 -0.390 -1.442  -0.27
67 N -2.725 -0.230 -0.240  -0.02
68 C -3.390 -0.083 0.954  -0.22
69 C -4.200 1.098 1.247  -0.14
70 C -4.904 1.084 2.427  -0.07
71 C -4.935 -0.003 3.300  -0.10
72 C -4.160 -1.117 3.047  -0.05
73 C -3.316 -1.146 1.919  -0.13
74 C -2.517 -2.421 1.688  -0.36
75 C -2.057 -3.138 2.972  -0.10
76 C -3.433 -3.436 0.910  -0.05
77 C -4.463 2.277 0.313  -0.36
78 C -4.403 3.660 0.990  -0.08
79 C -5.826 2.117 -0.452  -0.06
80 H -1.225 -5.386 -1.503  0.07
81 H -0.948 -5.260 -3.282  0.06
82 H -2.189 -4.266 -2.527  0.08
83 H -0.446 -2.956 -1.259  0.12
84 H 1.528 -5.229 -1.907  0.08
85 H 0.643 -4.819 -0.385  0.06
86 H 1.867 -3.699 -0.931  0.08
87 H 0.827 -4.762 -4.273  0.12
88 H 1.069 -3.741 -6.518  0.09
89 H 1.081 -1.306 -6.785  0.11
90 H 0.247 1.027 -4.115  0.08
91 H 2.953 0.694 -5.388  0.08
92 H 2.491 0.798 -3.692  0.06
93 H 2.257 2.145 -4.766  0.07
94 H 0.799 0.701 -7.121  0.07
95 H 0.152 2.097 -6.232  0.07
96 H -0.853 0.689 -6.434  0.09
97 H -1.110 1.167 -2.785  0.12
98 H -2.456 -1.263 -4.593  0.10
99 H -4.801 -2.143 -4.618  0.08
100 H -6.255 -1.689 -2.737  0.09
101 H -5.282 -0.835 -0.518  0.12
102 H -5.523 1.977 2.670  0.11
103 H -5.504 0.004 4.203  0.08
104 H -4.170 -1.970 3.725  0.10
105 H -1.591 -2.193 1.114  0.08
106 H -2.815 -3.728 3.499  0.06
107 H -1.562 -2.444 3.721  0.10
108 H -1.318 -3.892 2.700  0.07
109 H -4.337 -3.543 1.505  0.07
110 H -2.873 -4.416 0.870  0.08
111 H -3.762 -3.136 -0.083  0.06
112 H -3.612 2.183 -0.367  0.11
113 H -5.252 3.862 1.609  0.05
114 H -4.360 4.376 0.171  0.07
115 H -3.457 3.736 1.523  0.08
116 H -6.355 3.066 -0.250  0.06
117 H -6.396 1.222 -0.104  0.08
118 H -5.646 2.005 -1.545  0.07
119 O -0.763 2.760 -0.113  -0.16
120 H -0.287 2.802 0.752  0.00
121 H -0.189 3.374 -0.656  0.07
122 F 0.655 -1.804 1.164  -0.71

- Electronic energy: -2603.8654 a.u.
- F_max: 0.053 hartree/bohr
- Multiplicity: 1
- Highest occupied orbital energy (alpha / beta): -4.23 / -4.23 eV
- ΔE to the lowest compared entry with this formula, charge and spin: 150.4 kJ/mol
- Orbital gap (alpha / beta): 6.140 / 6.139 eV
- Total charge: -1

Entry 2:
Entry from the OMol25 dataset: a 10-piece molecular cluster, C50H74F3NO30 overall in a non-equilibrium geometry (ωB97M-V/def2-TZVPD).

Last column: Löwdin charge in e.
Atoms and positions in Å:
1 C 5.730 -4.165 -0.773  0.10
2 C 5.936 -3.076 -0.314  -0.11
3 C 6.119 -1.728 0.442  -0.11
4 C 4.763 -0.900 0.520  -0.31
5 C 4.963 0.198 1.648  -0.05
6 C 5.286 1.659 1.159  -0.22
7 O 6.290 1.698 0.126  -0.01
8 C 4.027 2.554 0.823  -0.45
9 F 4.333 3.855 1.293  0.04
10 F 3.765 2.701 -0.514  0.10
11 F 2.881 2.194 1.466  0.13
12 C 4.037 -0.572 -0.832  -0.30
13 C 4.800 0.069 -2.050  -0.03
14 N 2.704 -0.025 -0.405  0.09
15 C 2.366 -0.907 0.748  -0.37
16 O 1.278 -0.784 1.248  0.10
17 C 3.600 -1.839 1.128  -0.17
18 C 3.747 -2.374 2.599  -0.14
19 C 2.916 -3.717 2.877  -0.18
20 C 1.448 -3.676 2.303  -0.24
21 C 0.555 -4.921 2.710  -0.20
22 C -0.716 -4.895 1.741  -0.20
23 C -1.450 -3.491 1.752  -0.21
24 C -3.029 -3.592 1.574  -0.20
25 C -3.509 -2.490 0.522  -0.21
26 C -5.080 -2.518 0.321  -0.20
27 C -5.881 -1.714 1.417  -0.16
28 C -5.373 -0.250 1.664  -0.23
29 O -5.106 0.330 0.363  -0.24
30 C -4.786 1.734 0.509  -0.11
31 H 5.514 -5.078 -1.362  0.05
32 H 6.504 -2.004 1.465  0.11
33 H 6.903 -1.100 -0.074  0.12
34 H 4.127 0.279 2.393  0.13
35 H 5.865 -0.125 2.251  0.13
36 H 5.779 2.175 2.042  0.16
37 H 6.232 2.556 -0.340  0.11
38 H 3.783 -1.610 -1.221  0.14
39 H 4.494 -0.520 -2.967  0.09
40 H 5.898 -0.132 -1.926  0.09
41 H 4.550 1.134 -2.275  0.06
42 H 2.106 -0.441 -1.136  0.14
43 H 3.424 -2.783 0.528  0.14
44 H 3.571 -1.596 3.388  0.12
45 H 4.832 -2.688 2.717  0.11
46 H 3.491 -4.633 2.567  0.11
47 H 2.809 -3.753 4.006  0.11
48 H 0.955 -2.774 2.771  0.11
49 H 1.490 -3.574 1.180  0.11
50 H 0.213 -4.722 3.771  0.12
51 H 1.123 -5.885 2.621  0.11
52 H -1.481 -5.672 2.021  0.11
53 H -0.339 -5.048 0.686  0.11
54 H -1.287 -2.915 2.715  0.11
55 H -1.079 -2.810 0.930  0.10
56 H -3.602 -3.421 2.524  0.10
57 H -3.336 -4.577 1.132  0.10
58 H -3.047 -2.754 -0.480  0.11
59 H -3.124 -1.461 0.793  0.10
60 H -5.303 -2.168 -0.726  0.10
61 H -5.400 -3.601 0.409  0.11
62 H -5.964 -2.315 2.364  0.10
63 H -6.957 -1.619 1.029  0.10
64 H -4.397 -0.258 2.231  0.12
65 H -6.105 0.362 2.270  0.12
66 H -4.996 2.103 1.555  0.09
67 H -5.468 2.284 -0.208  0.08
68 H -3.719 1.952 0.234  0.09
69 O 6.848 0.954 -5.835  0.16
70 C 5.977 1.750 -5.668  -0.55
71 O 4.850 1.514 -4.940  0.04
72 C 4.179 2.764 -4.788  -0.13
73 C 4.685 3.562 -5.955  -0.12
74 O 5.980 3.010 -6.180  0.07
75 H 3.099 2.629 -4.811  0.12
76 H 4.463 3.202 -3.826  0.12
77 H 4.079 3.420 -6.851  0.11
78 H 4.748 4.627 -5.736  0.14
79 O -5.610 -5.219 2.681  0.15
80 C -6.591 -5.230 3.358  -0.54
81 O -7.328 -4.126 3.655  0.06
82 C -8.527 -4.573 4.279  -0.12
83 C -8.138 -5.914 4.832  -0.12
84 O -7.119 -6.344 3.932  0.07
85 H -8.843 -3.878 5.055  0.11
86 H -9.313 -4.643 3.523  0.14
87 H -7.716 -5.845 5.838  0.13
88 H -8.969 -6.618 4.845  0.13
89 O 3.767 7.538 6.921  0.17
90 C 3.904 6.999 5.869  -0.55
91 O 5.036 7.062 5.112  0.06
92 C 4.892 6.117 4.057  -0.14
93 C 3.403 5.969 3.942  -0.14
94 O 2.949 6.240 5.262  0.07
95 H 5.346 6.487 3.138  0.13
96 H 5.383 5.184 4.347  0.13
97 H 2.962 6.702 3.260  0.12
98 H 3.107 4.969 3.628  0.13
99 O 1.431 2.753 -6.645  0.15
100 C 1.550 2.225 -7.710  -0.56
101 O 2.667 2.296 -8.482  0.05
102 C 2.506 1.363 -9.548  -0.11
103 C 1.013 1.221 -9.642  -0.12
104 O 0.586 1.479 -8.307  0.07
105 H 2.949 1.743 -10.468  0.14
106 H 3.001 0.427 -9.276  0.14
107 H 0.562 1.962 -10.307  0.13
108 H 0.708 0.226 -9.963  0.14
109 O -8.119 -3.323 7.425  0.15
110 C -9.006 -2.543 7.584  -0.56
111 O -10.119 -2.784 8.328  0.06
112 C -10.817 -1.549 8.459  -0.13
113 C -10.341 -0.768 7.267  -0.13
114 O -9.037 -1.296 7.042  0.07
115 H -11.894 -1.709 8.451  0.13
116 H -10.534 -1.083 9.406  0.13
117 H -10.952 -0.945 6.378  0.14
118 H -10.298 0.304 7.458  0.14
119 O -0.653 8.088 -10.235  0.17
120 C -0.466 7.275 -9.386  -0.55
121 O -1.162 6.110 -9.268  0.06
122 C -0.498 5.320 -8.288  -0.13
123 C 0.234 6.344 -7.468  -0.12
124 O 0.472 7.389 -8.406  0.07
125 H -1.216 4.750 -7.699  0.14
126 H 0.179 4.625 -8.793  0.12
127 H -0.372 6.736 -6.648  0.14
128 H 1.171 5.962 -7.063  0.13
129 O -10.728 -0.711 1.840  0.16
130 C -10.140 -0.131 0.981  -0.55
131 O -8.895 -0.462 0.542  0.04
132 C -8.640 0.312 -0.627  -0.12
133 C -9.557 1.490 -0.456  -0.13
134 O -10.627 0.951 0.314  0.06
135 H -7.590 0.603 -0.678  0.12
136 H -8.886 -0.287 -1.507  0.14
137 H -9.093 2.304 0.107  0.13
138 H -9.919 1.879 -1.407  0.13
139 O 5.395 -7.712 -0.870  0.15
140 C 6.367 -7.641 -0.185  -0.57
141 O 7.528 -8.306 -0.427  0.06
142 C 8.506 -7.789 0.469  -0.13
143 C 7.673 -7.239 1.592  -0.13
144 O 6.457 -6.885 0.942  0.04
145 H 9.186 -8.575 0.798  0.13
146 H 9.082 -7.014 -0.044  0.14
147 H 7.458 -7.987 2.360  0.13
148 H 8.130 -6.369 2.063  0.13
149 O 2.473 8.658 -2.825  0.17
150 C 2.643 7.854 -1.965  -0.55
151 O 1.938 6.696 -1.843  0.06
152 C 2.583 5.912 -0.845  -0.13
153 C 3.311 6.941 -0.027  -0.14
154 O 3.569 7.973 -0.973  0.07
155 H 1.853 5.353 -0.260  0.14
156 H 3.262 5.207 -1.332  0.12
157 H 2.695 7.346 0.781  0.13
158 H 4.240 6.558 0.395  0.12

- Electronic energy: -4561.1000 a.u.
- F_max: 0.051 hartree/bohr
- Multiplicity: 1
- Highest occupied orbital energy: -9.49 eV
- ΔE to the lowest compared entry with this formula, charge and spin: 290.2 kJ/mol
- Orbital gap: 9.435 eV
- SMILES: C#CC[C@@]1(C[C@@H](O)C(F)(F)F)[C@H](C)NC(=O)[C@@H]1CCCCCCCCCCCOC.O=C1OCCO1.O=C1OCCO1.O=C1OCCO1.O=C1OCCO1.O=C1OCCO1.O=C1OCCO1.O=C1OCCO1.O=C1OCCO1.O=C1OCCO1
- Total charge: 0

Entry 3:
Entry from the OMol25 dataset: C50H75N5O6RhS2SiTe as an isolated structure in a non-equilibrium geometry (ωB97M-V/def2-TZVPD).

Last column: Löwdin charge in e.
Atoms and positions in Å:
1 Rh 1.154 0.540 0.393  0.73
2 C 7.816 -0.297 2.827  -0.05
3 C 6.736 0.047 1.838  -0.27
4 C 6.731 1.282 1.186  -0.03
5 C 5.760 1.589 0.252  -0.05
6 C 4.779 0.648 -0.039  -0.28
7 C 4.762 -0.587 0.584  -0.06
8 C 5.743 -0.873 1.528  -0.04
9 S 3.507 1.076 -1.182  0.61
10 O 2.664 -0.125 -1.305  -0.40
11 O 4.116 1.557 -2.396  -0.29
12 N 2.695 2.178 -0.352  -0.17
13 C 2.115 3.311 -0.946  -0.38
14 C 2.593 3.962 -2.100  -0.02
15 C 1.986 5.130 -2.505  -0.07
16 C 0.943 5.672 -1.759  -0.09
17 C 0.568 4.983 -0.625  -0.17
18 N 1.114 3.833 -0.231  0.09
19 H 8.268 0.600 3.250  0.08
20 H 8.611 -0.870 2.345  0.09
21 H 7.425 -0.905 3.643  0.08
22 H 7.495 2.013 1.422  0.11
23 H 5.750 2.553 -0.240  0.12
24 H 3.985 -1.301 0.343  0.07
25 H 5.730 -1.833 2.032  0.11
26 H 3.418 3.550 -2.653  0.09
27 H 2.345 5.635 -3.394  0.11
28 H 0.448 6.589 -2.045  0.10
29 H -0.220 5.372 0.015  0.11
30 C -0.246 0.952 -2.824  0.01
31 C -0.990 1.384 -1.611  -0.67
32 O -2.042 2.196 -1.808  -0.31
33 N -0.793 1.053 -0.399  -0.17
34 Te -2.533 2.237 0.168  1.90
35 C -4.012 3.651 -0.567  -0.30
36 C -3.886 4.638 -1.561  -0.26
37 C -2.642 5.007 -2.322  -0.06
38 C -5.006 5.414 -1.869  -0.02
39 C -6.209 5.287 -1.202  -0.27
40 C -7.400 6.133 -1.560  -0.05
41 C -6.272 4.383 -0.155  -0.03
42 C -5.200 3.573 0.193  -0.31
43 C -5.409 2.673 1.391  -0.07
44 C -3.749 0.512 0.127  -0.30
45 C -4.695 0.248 -0.868  -0.26
46 C -4.984 1.061 -2.107  -0.03
47 C -5.480 -0.897 -0.708  -0.01
48 C -5.358 -1.755 0.371  -0.26
49 C -6.241 -2.964 0.514  -0.04
50 C -4.387 -1.468 1.321  -0.01
51 C -3.573 -0.351 1.218  -0.29
52 C -2.536 -0.138 2.286  -0.08
53 H 0.186 1.822 -3.325  0.10
54 H -0.957 0.488 -3.508  0.09
55 H 0.541 0.248 -2.562  0.05
56 H -1.755 4.485 -2.018  0.03
57 H -2.457 6.079 -2.217  0.09
58 H -2.770 4.803 -3.388  0.10
59 H -4.914 6.164 -2.648  0.12
60 H -7.189 6.766 -2.421  0.07
61 H -7.686 6.779 -0.728  0.08
62 H -8.264 5.512 -1.801  0.08
63 H -7.188 4.306 0.424  0.12
64 H -6.163 3.117 2.040  0.08
65 H -4.513 2.531 2.002  0.05
66 H -5.755 1.680 1.101  0.08
67 H -4.122 1.604 -2.479  0.06
68 H -5.785 1.781 -1.926  0.09
69 H -5.314 0.384 -2.895  0.08
70 H -6.224 -1.109 -1.468  0.12
71 H -6.878 -3.098 -0.358  0.08
72 H -6.885 -2.875 1.391  0.08
73 H -5.645 -3.869 0.641  0.08
74 H -4.252 -2.132 2.170  0.13
75 H -2.835 -0.632 3.210  0.09
76 H -2.382 0.919 2.523  0.03
77 H -1.568 -0.549 1.976  0.05
78 C 0.174 -2.185 -4.200  -0.02
79 C 1.241 -2.747 -3.277  -0.61
80 C 2.607 -2.180 -3.641  -0.02
81 C 1.239 -4.270 -3.368  -0.02
82 O 0.892 -2.296 -1.945  -0.16
83 Si 1.322 -2.976 -0.517  -0.08
84 S 1.059 -1.647 1.098  0.46
85 O 0.485 -4.368 -0.263  -0.16
86 C -0.871 -4.672 0.046  -0.65
87 C -1.144 -4.455 1.530  -0.04
88 C -1.786 -3.805 -0.808  -0.02
89 C -1.050 -6.144 -0.307  -0.03
90 O 2.878 -3.489 -0.672  -0.15
91 C 3.638 -4.485 0.027  -0.63
92 C 3.265 -5.875 -0.481  -0.03
93 C 3.391 -4.379 1.527  -0.04
94 C 5.095 -4.194 -0.303  -0.02
95 H 0.357 -2.501 -5.229  0.09
96 H 0.180 -1.098 -4.169  0.05
97 H -0.815 -2.537 -3.898  0.09
98 H 2.851 -2.427 -4.677  0.09
99 H 3.377 -2.585 -2.987  0.08
100 H 2.605 -1.095 -3.526  0.07
101 H 1.410 -4.577 -4.402  0.09
102 H 0.282 -4.678 -3.041  0.07
103 H 2.022 -4.702 -2.748  0.06
104 H -1.033 -3.403 1.798  0.04
105 H -0.438 -5.034 2.129  0.09
106 H -2.156 -4.784 1.777  0.08
107 H -1.614 -2.744 -0.613  0.08
108 H -2.829 -4.035 -0.589  0.08
109 H -1.610 -3.986 -1.870  0.08
110 H -0.402 -6.762 0.317  0.09
111 H -0.786 -6.315 -1.352  0.08
112 H -2.083 -6.459 -0.151  0.09
113 H 2.206 -6.074 -0.322  0.07
114 H 3.851 -6.635 0.040  0.09
115 H 3.478 -5.953 -1.549  0.08
116 H 2.339 -4.556 1.760  0.07
117 H 3.649 -3.384 1.896  0.07
118 H 3.989 -5.121 2.060  0.09
119 H 5.265 -4.302 -1.376  0.09
120 H 5.753 -4.889 0.223  0.09
121 H 5.360 -3.176 -0.021  0.06
122 C 2.661 1.550 2.784  -0.14
123 C 2.813 2.239 4.163  -0.14
124 N 1.542 2.252 4.887  -0.16
125 C 0.564 3.018 4.116  -0.15
126 C 0.431 2.450 2.682  -0.16
127 N 1.234 1.213 2.542  -0.24
128 C 0.801 0.267 3.599  -0.19
129 C 1.060 0.879 4.998  -0.15
130 H 3.226 0.618 2.724  0.11
131 H 2.991 2.191 1.969  0.09
132 H 3.145 3.271 4.045  0.12
133 H 3.552 1.721 4.777  0.12
134 H 0.881 4.062 4.089  0.12
135 H -0.388 2.975 4.649  0.12
136 H 0.782 3.148 1.922  0.08
137 H -0.601 2.195 2.442  0.05
138 H 1.343 -0.665 3.472  0.06
139 H -0.254 0.058 3.432  0.08
140 H 1.812 0.300 5.537  0.12
141 H 0.149 0.877 5.599  0.12

- Electronic energy: -4140.0381 a.u.
- F_max: 0.033 hartree/bohr
- Multiplicity: 2
- Highest occupied orbital energy (alpha / beta): -7.25 / -7.27 eV
- ΔE to the lowest compared entry with this formula, charge and spin: 0.0 kJ/mol
- Orbital gap (alpha / beta): 7.218 / 7.360 eV
- <S²>: 0.7763
- Total charge: 0